(1)
C26H44As3N4O2S2Ti as an isolated structure in a non-equilibrium geometry, computed with ωB97M-V with the def2-TZVPD basis set.

Geometry as XYZ:
```
82
Properties=species:S:1:pos:R:3:forces:R:3
Ti 0.379 0.567 0.254 -0.3827 0.8789 0.5738
C 6.823 0.346 -4.929 -0.0543 -0.0067 0.0460
C 5.545 0.486 -4.161 0.0933 0.0105 -0.0441
C 4.306 0.352 -4.795 -0.0368 0.0030 -0.0337
C 3.123 0.495 -4.099 0.1439 0.0320 0.1025
C 3.203 0.771 -2.729 0.3664 0.0877 0.0384
C 4.426 0.909 -2.057 -0.0328 -0.0413 -0.1613
C 5.585 0.767 -2.789 -0.0362 0.0253 0.0342
S 1.757 0.848 -1.853 -0.0460 -0.4013 -0.1617
O 1.953 1.540 -0.501 0.1003 0.0379 -0.3961
O 0.652 1.421 -2.567 0.1554 0.0192 -0.2720
N 1.188 -0.579 -1.314 0.2031 0.0436 0.1963
C 1.932 -1.320 -0.351 -0.2786 0.2388 -0.4424
C 3.066 -2.076 -0.568 -0.0286 -0.1036 -0.0184
C 3.569 -2.775 0.516 0.0435 -0.0121 -0.0484
C 2.936 -2.695 1.757 -0.0135 -0.0190 0.0284
C 1.827 -1.899 1.895 -0.1156 -0.0307 -0.1088
N 1.326 -1.205 0.848 0.4698 -0.0444 0.0482
H 6.647 0.137 -5.980 -0.0055 -0.0061 -0.0039
H 7.427 -0.460 -4.508 0.0196 0.0009 -0.0152
H 7.411 1.262 -4.849 0.0088 0.0005 -0.0025
H 4.275 0.146 -5.857 -0.0047 -0.0031 -0.0020
H 2.170 0.405 -4.603 -0.0365 -0.0033 0.0265
H 4.462 1.144 -1.002 -0.0226 -0.0120 0.0174
H 6.543 0.889 -2.299 0.0064 -0.0060 -0.0030
H 3.502 -2.139 -1.555 0.0097 0.0092 -0.0010
H 4.445 -3.398 0.394 0.0010 -0.0038 0.0126
H 3.306 -3.253 2.605 -0.0046 0.0031 0.0098
H 1.300 -1.816 2.829 0.0027 0.0078 0.0594
C -0.214 2.699 3.382 -0.0497 -0.0497 0.0855
As -0.457 0.889 2.734 -0.1528 -0.1206 0.1538
C 0.218 -0.086 4.258 -0.0011 0.0293 0.0944
C -2.400 0.662 2.822 0.0666 -0.0135 0.1063
C -3.067 -0.596 2.219 -0.0331 0.0017 0.0222
C -4.483 -0.622 2.818 -0.0964 0.0143 -0.0557
C -3.216 -0.454 0.697 -0.0781 0.0005 -0.0784
As -1.686 -0.683 -0.493 -0.1890 -0.2063 0.1367
C -2.381 -0.078 -2.189 -0.0597 -0.0211 -0.0039
C -1.332 -2.549 -0.781 -0.0555 -0.1022 -0.0068
C -2.299 -1.857 2.628 0.1348 0.0627 0.0213
As -2.858 -3.772 2.349 0.0133 0.0034 -0.1233
C -3.783 -4.009 4.048 -0.0091 -0.0376 0.0508
C -4.469 -3.743 1.227 -0.0345 -0.0366 -0.0305
H 0.847 2.937 3.433 -0.0025 -0.0133 0.0157
H -0.641 2.721 4.385 0.0424 0.0965 -0.0115
H -0.724 3.410 2.741 -0.0118 0.0033 0.0341
H -0.294 0.345 5.120 0.0638 -0.0556 0.0320
H 1.290 0.073 4.364 -0.0135 -0.0071 0.0139
H -0.016 -1.143 4.204 -0.0164 -0.0366 0.0305
H -2.825 1.581 2.410 -0.0566 -0.0284 -0.0068
H -2.583 0.681 3.901 -0.0571 0.0128 -0.0291
H -5.013 0.313 2.632 0.0135 0.0238 -0.0212
H -4.436 -0.771 3.897 0.0137 0.0035 -0.0042
H -5.072 -1.430 2.388 0.0404 0.0762 0.0525
H -3.580 0.546 0.444 -0.0864 -0.0348 0.0355
H -3.946 -1.173 0.312 0.0087 0.0328 0.0797
H -2.639 -0.967 -2.764 -0.0428 0.0664 -0.0445
H -1.650 0.513 -2.733 0.0417 -0.0244 0.0257
H -3.280 0.504 -1.992 0.0088 0.0086 -0.0685
H -2.274 -3.023 -1.053 0.0229 -0.0896 -0.0159
H -0.925 -3.029 0.106 -0.0298 -0.0054 0.0292
H -0.631 -2.623 -1.610 -0.0174 -0.0252 0.0081
H -2.173 -1.837 3.715 0.0243 0.0439 0.0022
H -1.282 -1.811 2.207 -0.0040 0.0334 -0.0350
H -3.063 -3.972 4.864 -0.0191 -0.0106 0.0187
H -4.240 -4.998 4.043 0.0015 0.0051 0.0254
H -4.559 -3.261 4.200 -0.0016 -0.0117 0.0043
H -4.310 -3.299 0.247 0.0458 -0.0056 -0.0451
H -5.322 -3.271 1.709 0.0098 -0.0480 -0.0185
H -4.711 -4.794 1.063 -0.0279 0.0173 0.0023
S -1.069 2.536 0.130 0.0137 -0.1311 -0.1372
C -0.627 3.566 -1.223 -0.0304 -0.1496 0.2023
N 0.452 4.313 -1.264 0.0508 -0.0330 -0.0045
C 0.473 5.186 -2.453 -0.0303 -0.0224 0.0281
C -0.856 4.813 -3.156 -0.0224 -0.0690 0.0266
N -1.409 3.777 -2.258 0.0597 0.0794 0.0561
H 1.149 4.302 -0.538 0.0248 0.0425 -0.0390
H 1.344 4.964 -3.065 -0.0095 0.0035 -0.0137
H 0.505 6.228 -2.146 0.0077 0.0034 -0.0235
H -0.697 4.395 -4.147 -0.0006 0.0160 -0.0022
H -1.544 5.652 -3.225 0.0093 0.0065 -0.0004
H -2.327 3.374 -2.343 -0.0035 -0.0030 -0.0536
```
Forces are in eV/Å.

The LUMO energy is -9.8 eV. For the HOMO energy, the calculation gives -15.22 eV. For the HOMO-LUMO gap, the calculation gives 5.39 eV. Its net charge is +3.

Results of the Mulliken charge analysis, in e, for atoms 1 through 5:
1 Ti -0.8575
2 C -1.4143
3 C 0.9133
4 C -1.0531
5 C -0.6328

=====

(2)
C3H4F8MgNO5S2 as an isolated structure in a non-equilibrium geometry, computed with ωB97M-V with the def2-TZVPD basis set.

Geometry as XYZ:
```
24
Properties=species:S:1:pos:R:3:forces:R:3
Mg -0.866 1.011 -0.797 -3.3941 3.2186 -3.0181
C 0.830 -2.435 0.758 0.8482 -0.6316 0.0525
F 1.920 -2.028 0.033 -1.4488 -0.6145 1.3236
F 0.118 -3.278 -0.042 0.9619 0.7550 1.1378
F 1.214 -3.089 1.911 -0.3705 0.8120 -2.1942
S -0.330 -1.026 1.290 -3.1381 1.0154 1.6074
O -1.624 -1.375 0.692 2.5074 0.6592 -0.3399
O -0.428 -0.959 2.762 1.0682 -0.1131 -2.9424
N 0.334 0.448 0.435 1.8456 -4.2007 5.2051
S 1.509 1.004 1.427 1.3358 0.5779 1.2177
O 2.012 -0.036 2.349 -0.7866 1.7578 -1.7053
O 2.473 1.766 0.658 -1.1945 -0.5910 0.8319
C 0.547 2.373 2.557 -1.3598 -2.2175 -0.7857
F -0.030 3.199 1.707 1.5482 1.4102 -0.3155
F -0.594 1.901 3.173 2.1239 -0.4027 0.6497
F 1.439 2.879 3.436 -1.3306 -0.0107 -0.9543
F -0.080 2.648 -1.512 -0.4063 -1.3258 0.3052
F -2.739 1.112 -0.416 0.9584 -0.1671 -0.2701
C -0.694 -0.670 -3.640 0.6740 -0.6694 -0.0007
O -1.247 -0.349 -2.349 0.1632 -0.3838 -1.5613
H 0.353 -0.367 -3.674 -0.2454 0.2199 0.0197
H -0.729 -1.748 -3.798 0.2047 -0.2792 0.3498
H -1.246 -0.306 -4.507 -0.1176 0.8277 0.3441
H -2.144 -0.674 -2.451 -0.4472 0.3536 1.0429
```
Forces are in eV/Å.

The LUMO energy is 2.7 eV. For the HOMO energy, the calculation gives -6.97 eV. For the HOMO-LUMO gap, the calculation gives 9.65 eV. Its net charge is -1.

Results of the natural (NBO) charge analysis, in e, for atoms 1 through 5:
1 Mg 1.8246
2 C 0.7619
3 F -0.3094
4 F -0.3104
5 F -0.3083

=====

M: 781.43 374.49 (u)
Calculated total energy: -265009.5842 -63762.0722 (eV)